Entry 1:
24
Properties=species:S:1:pos:R:3:lowdin_charge:R:1 method="wB97M-V/def2-TZVPD" homo_lumo_gap_ev=7.468 e_above_lowest_ev=4.764
C -1.705 -0.028 1.553 -0.334
C 0.796 -1.997 -0.167 -0.459
C 1.892 1.314 0.232 -0.410
C 0.055 1.124 -1.608 -0.307
C 1.112 0.355 -0.729 -0.260
C -1.692 -0.127 0.102 -0.447
C 2.019 0.964 1.670 0.006
C -2.472 -1.065 -0.880 -0.062
N 0.460 -0.762 -0.059 0.059
O -1.193 0.906 2.069 0.018
O 1.925 -2.295 -0.460 0.024
O 2.453 2.255 -0.235 0.105
S -1.414 1.525 -0.487 0.993
H -2.414 -0.649 2.110 0.134
H -0.052 -2.742 0.056 0.140
H 0.409 2.091 -2.038 0.092
H -0.235 0.613 -2.522 0.073
H 1.783 -0.169 -1.392 0.149
H 2.997 1.238 2.010 0.083
H 2.025 -0.105 1.626 0.064
H 1.145 1.341 2.306 0.113
H -2.289 -0.641 -1.773 0.002
H -3.599 -1.027 -0.573 0.128
H -2.007 -2.119 -0.810 0.095

=====

Entry 2:
77
Properties=species:S:1:pos:R:3:lowdin_charge:R:1 method="wB97M-V/def2-TZVPD" homo_lumo_gap_ev=7.586 e_above_lowest_ev=0.593
Mg 0.193 -1.267 1.844 0.635
O -1.614 -3.902 -0.284 0.100
C -0.986 -2.879 -0.446 -0.599
O -0.799 -1.926 0.399 -0.202
C -0.333 -2.582 -1.775 -0.096
C -0.687 -3.309 -2.905 0.082
C -0.051 -3.024 -4.099 -0.119
C 0.943 -2.068 -4.222 0.080
C 1.278 -1.389 -3.068 -0.131
C 0.650 -1.612 -1.862 0.035
N 2.365 -0.393 -3.108 -0.319
O 2.652 0.088 -4.176 0.113
O 2.840 -0.056 -2.036 0.055
N -0.428 -3.788 -5.308 -0.350
O 0.289 -3.677 -6.278 0.092
O -1.415 -4.481 -5.240 0.099
H -1.445 -4.076 -2.843 0.143
H 1.431 -1.872 -5.164 0.140
H 0.933 -1.033 -0.993 0.086
F -5.685 5.813 -0.110 0.064
C -4.798 4.816 0.067 -0.279
C -5.073 3.841 1.001 -0.007
C -4.151 2.815 1.168 -0.129
C -2.984 2.772 0.412 -0.401
C -2.740 3.780 -0.519 -0.116
C -3.645 4.813 -0.697 -0.002
Sb -1.669 1.111 0.609 1.575
C -1.644 0.510 -1.446 -0.367
C -0.793 1.040 -2.412 -0.114
C -0.843 0.602 -3.729 -0.008
C -1.759 -0.375 -4.063 -0.281
F -1.804 -0.817 -5.334 0.076
C -2.629 -0.920 -3.138 0.001
C -2.560 -0.471 -1.828 -0.123
C 0.189 2.181 0.549 -0.380
C 0.319 3.433 1.150 -0.109
C 1.542 4.088 1.178 0.001
C 2.636 3.472 0.601 -0.271
F 3.825 4.107 0.625 0.063
C 2.556 2.233 0.000 -0.014
C 1.323 1.593 -0.012 -0.159
H -5.984 3.890 1.579 0.121
H -4.359 2.044 1.900 0.095
H -1.838 3.766 -1.119 0.102
H -3.474 5.604 -1.414 0.121
H -0.068 1.801 -2.149 0.101
H -0.189 1.006 -4.489 0.129
H -3.330 -1.683 -3.444 0.134
H -3.222 -0.916 -1.094 0.112
H -0.541 3.915 1.600 0.103
H 1.654 5.062 1.634 0.122
H 3.432 1.787 -0.451 0.110
H 1.260 0.626 -0.503 0.055
N -1.143 -0.629 9.209 0.144
C -0.941 -0.741 8.083 -0.191
C -0.685 -0.878 6.673 -0.250
C -1.646 -1.443 5.840 -0.046
C -1.391 -1.556 4.482 -0.138
C -0.190 -1.129 3.896 -0.199
C 0.750 -0.573 4.779 -0.147
C 0.523 -0.440 6.141 -0.049
H -2.581 -1.787 6.262 0.114
H -2.164 -1.999 3.862 0.091
H 1.713 -0.232 4.407 0.073
H 1.268 -0.005 6.794 0.113
C 4.926 -2.840 -0.591 0.009
N 4.060 -2.094 0.308 -0.107
C 4.349 -0.891 0.906 -0.039
C 3.225 -0.521 1.570 -0.117
N 2.254 -1.482 1.389 0.015
C 2.799 -2.407 0.624 -0.140
H 5.956 -2.741 -0.257 0.098
H 4.831 -2.454 -1.606 0.094
H 4.646 -3.890 -0.567 0.098
H 5.307 -0.417 0.796 0.132
H 3.053 0.361 2.163 0.116
H 2.313 -3.307 0.281 0.154

=====

Entry 3:
52
Properties=species:S:1:pos:R:3:lowdin_charge:R:1 method="wB97M-V/def2-TZVPD" homo_lumo_gap_ev=5.074 total_charge=+1
O -5.225 -1.490 -0.113 0.035
B -3.763 -1.308 0.175 -0.385
O -3.134 0.012 -0.183 0.009
C -2.922 -2.576 0.826 -0.035
C -1.311 -2.226 0.966 -0.223
C -0.286 -3.471 0.615 -0.117
N 1.015 -3.119 1.308 0.054
C 0.835 -2.243 2.375 0.136
C -0.772 -1.947 2.507 -0.188
C -1.291 -0.420 2.855 -0.152
C -0.573 0.264 4.160 -0.192
C 0.197 1.681 3.872 -0.179
C -0.596 2.718 2.880 -0.138
N 0.330 2.926 1.663 -0.176
C 1.277 4.089 1.428 -0.056
C 2.078 3.930 -0.005 -0.069
C 1.573 2.516 -0.669 -0.053
C 0.515 1.996 0.471 -0.087
H -5.414 -1.086 -1.029 0.130
H -2.828 -0.081 -1.141 0.124
H -3.022 -3.499 0.101 0.133
H -3.407 -2.827 1.871 0.140
H -0.940 -1.337 0.277 0.145
H -0.685 -4.573 0.636 0.157
H -0.057 -3.305 -0.531 0.147
H 1.981 -3.483 1.048 0.194
H 1.756 -1.866 2.991 0.174
H -1.128 -2.660 3.366 0.176
H -2.447 -0.527 3.132 0.146
H -1.216 0.195 1.862 0.084
H 0.270 -0.505 4.514 0.104
H -1.302 0.362 5.094 0.130
H 0.285 2.232 4.927 0.122
H 1.327 1.552 3.509 0.130
H -1.633 2.343 2.490 0.132
H -0.745 3.790 3.354 0.139
H 1.376 4.987 2.182 0.109
H 2.865 4.651 -0.491 0.081
H 1.850 1.973 -1.671 0.062
H 0.004 0.972 0.228 0.069
F 0.513 -0.014 -2.972 0.036
C 1.299 0.049 -4.054 -0.303
C 0.725 0.006 -5.320 -0.018
C 1.542 0.077 -6.448 -0.073
C 2.927 0.180 -6.297 -0.086
C 3.495 0.218 -5.022 -0.076
C 2.676 0.158 -3.895 -0.034
H -0.352 -0.083 -5.418 0.115
H 1.103 0.052 -7.442 0.110
H 3.565 0.231 -7.177 0.106
H 4.573 0.294 -4.908 0.109
H 3.099 0.195 -2.897 0.106

=====

Entry 4:
15
Properties=species:S:1:pos:R:3:lowdin_charge:R:1 method="wB97M-V/def2-TZVPD" homo_lumo_gap_ev="8.569 / 9.193" e_above_lowest_ev=5.431
C 0.168 1.548 2.104 -0.012
N -0.187 -0.021 -1.397 -0.105
N 0.243 -2.563 -0.665 -0.130
N -0.827 2.721 0.483 0.020
O 1.905 -0.794 0.217 -0.387
O -0.627 2.465 1.720 -0.166
P 1.032 -1.115 -0.910 0.431
H 0.878 0.938 1.507 0.060
H 1.778 -1.320 -2.070 0.021
H 0.497 1.518 3.216 0.112
H -0.379 0.652 -0.663 -0.012
H -0.169 0.556 -2.224 0.042
H 0.164 -2.838 0.293 0.032
H -0.710 -2.549 -1.166 0.082
H -1.528 3.385 0.441 0.012

=====

| no. | E_tot (eV) | M (g mol⁻¹) |
| --- | --- | --- |
| 1 | -26938.042 | 201.25 |
| 2 | -77603.897 | 826.68 |
| 3 | -30595.452 | 345.25 |
| 4 | -19017.806 | 125.07 |